Here is one molecule with the formula C6H10N2O5 in a non-equilibrium geometry from OMol25. Energies are from ωB97M-V/def2-TZVPD.

Molecular weight ... 190.155 Da
F_max ... 3.87 eV/Å
E ... -19595.2245 eV
Net charge ... 0
Structure (SMILES) ... CCOC(=O)[C@@](CC)(N=O)[N+](=O)[O-]
Relative energy (zero: lowest compared OMol25 entry of this formula, charge and spin) ... 849.40 kJ/mol
Orbital gap (spin up / spin down) ... 8.623 / 8.623 eV
Highest occupied orbital energy (spin up / spin down) ... -9.6216 / -9.6226 eV

Last column: Löwdin charge in e.
CARTESIAN COORDINATES (ANGSTROEM)
H -2.628 -3.026 -0.189  0.075
O 0.718 0.671 0.010  0.035
H -0.611 -1.445 -0.016  0.136
O -3.332 0.720 -1.401  0.124
H 2.035 1.810 -1.156  0.124
H 2.653 0.449 -0.388  0.123
N -1.787 0.487 1.659  0.061
H 3.511 2.619 0.841  0.120
O -3.335 1.951 0.297  0.109
H 1.783 2.942 0.885  0.049
C -2.686 -2.064 0.298  -0.104
O -0.576 2.316 -0.826  0.204
N -2.877 1.072 -0.377  -0.384
C 1.952 1.266 -0.229  -0.233
H 2.248 1.617 1.864  0.080
C -1.659 -1.116 -0.250  -0.203
C -0.378 1.274 -0.338  -0.380
C -1.725 0.284 0.238  -0.262
H -3.728 -1.691 0.225  0.098
C 2.465 2.137 0.932  -0.043
H -1.887 -1.212 -1.387  0.155
H -2.487 -2.259 1.349  0.061
O -1.551 -0.436 2.425  0.055